C45H32F15IrN3O3P | ωB97M-V/def2-TZVPD

Results
Multiplicity: 5
HOMO (spin up / spin down): -5.742 / -8.087 eV
Net charge: 0
ΔE to the lowest compared entry with this formula, charge and spin: 19.5 kcal per mole
Calculated total energy: -110685.426 eV
LUMO level (spin up / spin down): 0.4 / -2.0 eV

Last column: Mulliken spin population.
Geometry (Å):
Ir (-0.190, 1.223, 0.496)  2.330
C (2.159, -2.973, 5.077)  -0.001
C (1.929, -2.407, 3.703)  0.030
C (2.976, -1.905, 2.938)  -0.023
C (2.729, -1.380, 1.681)  0.055
C (1.433, -1.322, 1.170)  -0.087
N (1.288, -0.748, -0.124)  0.532
C (1.963, -1.422, -1.074)  0.061
C (2.373, -2.765, -0.821)  0.185
C (3.179, -3.466, -1.679)  -0.059
C (3.652, -2.865, -2.840)  0.173
C (4.553, -3.589, -3.794)  -0.014
C (3.216, -1.568, -3.134)  -0.050
C (2.351, -0.851, -2.338)  0.080
C (1.834, 0.515, -2.809)  0.016
O (0.443, 0.534, -2.740)  0.044
C (2.036, 0.738, -4.356)  0.004
F (1.568, -0.308, -5.043)  0.001
F (3.321, 0.912, -4.699)  0.001
F (1.372, 1.804, -4.769)  0.000
C (2.643, 1.652, -2.096)  0.009
F (3.943, 1.353, -2.151)  0.001
F (2.485, 2.834, -2.687)  -0.001
F (2.328, 1.799, -0.812)  0.021
C (0.356, -1.799, 1.926)  0.068
C (0.647, -2.354, 3.171)  0.001
C (-1.071, -1.739, 1.349)  0.032
O (-1.342, -0.608, 0.663)  0.066
C (-1.274, -2.969, 0.400)  -0.009
F (-0.677, -2.761, -0.775)  0.001
F (-0.754, -4.102, 0.900)  0.001
F (-2.560, -3.208, 0.147)  0.000
C (-2.147, -1.872, 2.476)  0.004
F (-3.352, -1.528, 2.040)  -0.001
F (-1.868, -1.066, 3.513)  -0.001
F (-2.254, -3.119, 2.978)  0.000
H (3.196, -3.273, 5.216)  0.000
H (1.525, -3.841, 5.255)  0.001
H (1.922, -2.234, 5.846)  0.003
H (3.990, -1.925, 3.318)  0.001
H (3.539, -0.986, 1.082)  0.001
H (2.010, -3.249, 0.074)  0.006
H (3.451, -4.488, -1.446)  0.002
H (5.076, -4.407, -3.302)  0.003
H (5.292, -2.915, -4.228)  0.007
H (3.978, -4.013, -4.621)  0.019
H (3.589, -1.133, -4.047)  -0.001
H (-0.155, -2.772, 3.760)  0.001
O (2.380, 1.306, 3.325)  0.015
N (1.482, 1.907, 2.423)  0.082
C (1.344, 3.153, 2.639)  -0.004
C (0.400, 3.943, 1.825)  -0.147
C (0.246, 5.283, 2.161)  -0.025
C (-0.691, 6.066, 1.501)  0.027
C (-1.472, 5.475, 0.520)  -0.027
C (-1.297, 4.134, 0.190)  -0.046
C (-0.349, 3.321, 0.808)  0.223
P (-0.863, 1.070, -1.848)  0.179
C (-1.364, 2.467, -2.907)  0.033
C (-2.480, 2.435, -3.740)  0.009
C (-2.797, 3.531, -4.531)  -0.004
C (-1.996, 4.662, -4.507)  0.007
C (-0.881, 4.705, -3.678)  -0.002
C (-0.577, 3.619, -2.877)  0.010
C (-2.028, -0.216, -2.373)  0.039
C (-1.827, -0.986, -3.516)  0.006
C (-2.776, -1.923, -3.898)  -0.002
C (-3.935, -2.085, -3.151)  0.005
C (-4.139, -1.319, -2.012)  -0.004
C (-3.181, -0.397, -1.617)  0.006
H (2.336, 0.361, 3.089)  0.008
H (1.906, 3.618, 3.446)  0.001
H (0.852, 5.711, 2.952)  0.000
H (-0.820, 7.108, 1.761)  0.002
H (-2.226, 6.059, 0.005)  0.000
H (-1.951, 3.718, -0.568)  0.006
H (-3.106, 1.553, -3.777)  0.004
H (-3.667, 3.496, -5.173)  0.000
H (-2.243, 5.514, -5.126)  0.001
H (-0.259, 5.589, -3.647)  0.000
H (0.264, 3.678, -2.201)  0.007
H (-0.931, -0.857, -4.106)  0.000
H (-2.609, -2.524, -4.782)  0.000
H (-4.673, -2.817, -3.451)  0.000
H (-5.028, -1.460, -1.413)  0.000
H (-3.311, 0.148, -0.691)  -0.006
F (-4.872, 3.735, 5.726)  0.000
C (-5.287, 2.783, 4.875)  0.000
F (-6.398, 3.237, 4.285)  0.000
F (-5.641, 1.726, 5.623)  0.000
C (-4.210, 2.417, 3.882)  0.000
C (-4.477, 2.342, 2.528)  -0.010
C (-3.438, 1.985, 1.681)  -0.012
N (-2.218, 1.697, 2.116)  0.094
C (-1.970, 1.781, 3.418)  0.005
C (-2.935, 2.138, 4.344)  0.002
H (-5.457, 2.564, 2.132)  0.001
H (-3.592, 1.939, 0.609)  0.006
H (-0.956, 1.559, 3.727)  -0.003
H (-2.690, 2.198, 5.395)  0.001

***

C45H34BrN4O2P2ReS | ωB97M-V/def2-TZVPD

Results
Multiplicity: 2
HOMO (spin up / spin down): -15.858 / -15.658 eV
Net charge: +3
Calculated total energy: -158830.298 eV
LUMO level (spin up / spin down): -9.3 / -9.3 eV

Last column: Mulliken spin population.
Geometry (Å):
Re (-0.282, 0.758, 0.093)  0.858
O (-1.430, 1.423, 3.085)  -0.010
S (-0.384, 0.626, 2.407)  -0.012
C (1.195, 0.935, 3.148)  0.029
C (1.306, 1.300, 4.482)  0.001
C (2.576, 1.387, 5.034)  0.000
C (3.703, 1.110, 4.262)  0.000
C (3.574, 0.796, 2.917)  -0.001
C (2.305, 0.711, 2.352)  -0.026
P (2.025, 0.580, 0.575)  0.066
C (2.810, -0.893, -0.079)  -0.030
C (3.109, -0.978, -1.441)  0.023
C (3.615, -2.160, -1.961)  -0.001
C (3.809, -3.258, -1.129)  0.010
C (3.496, -3.179, 0.221)  -0.002
C (2.995, -1.997, 0.750)  0.026
C (2.839, 2.059, -0.042)  -0.008
C (2.186, 3.278, 0.166)  0.001
C (2.791, 4.463, -0.221)  0.002
C (4.049, 4.434, -0.814)  -0.001
C (4.702, 3.226, -1.014)  0.001
C (4.101, 2.033, -0.629)  -0.003
C (-0.558, -1.083, 2.950)  0.036
C (-0.311, -1.492, 4.256)  0.000
C (-0.581, -2.806, 4.611)  0.001
C (-1.090, -3.705, 3.678)  -0.001
C (-1.335, -3.290, 2.379)  -0.002
C (-1.062, -1.973, 2.019)  -0.024
P (-1.399, -1.307, 0.389)  0.097
C (-3.199, -0.962, 0.461)  0.020
C (-3.972, -0.754, -0.785)  -0.004
C (-5.361, -0.162, -0.643)  0.001
C (-5.923, 0.023, 0.706)  -0.002
C (-5.157, -0.200, 1.771)  0.002
C (-3.769, -0.647, 1.636)  -0.008
C (-1.192, -2.630, -0.804)  -0.087
C (-2.211, -3.556, -1.049)  -0.010
C (-2.018, -4.578, -1.966)  0.001
C (-0.804, -4.682, -2.634)  0.000
C (0.215, -3.770, -2.388)  0.010
C (0.023, -2.739, -1.480)  0.086
H (0.422, 1.536, 5.063)  -0.001
H (2.690, 1.674, 6.071)  0.000
H (4.688, 1.172, 4.707)  0.000
H (4.459, 0.644, 2.309)  0.000
H (2.962, -0.125, -2.095)  -0.002
H (3.874, -2.221, -3.011)  0.000
H (4.215, -4.176, -1.535)  0.000
H (3.655, -4.033, 0.866)  0.000
H (2.761, -1.937, 1.807)  0.001
H (1.217, 3.309, 0.662)  0.003
H (2.299, 5.411, -0.044)  0.000
H (4.528, 5.359, -1.107)  0.000
H (5.686, 3.210, -1.464)  0.000
H (4.622, 1.097, -0.781)  0.001
H (0.087, -0.812, 4.993)  0.000
H (-0.390, -3.131, 5.625)  0.000
H (-1.290, -4.729, 3.966)  0.000
H (-1.716, -3.994, 1.649)  0.000
H (-3.731, -1.324, -1.675)  -0.001
H (-6.041, -0.277, -1.479)  0.000
H (-6.971, 0.279, 0.784)  0.000
H (-5.564, -0.082, 2.767)  0.000
H (-3.198, -0.762, 2.550)  0.001
H (-3.151, -3.503, -0.507)  -0.001
H (-2.806, -5.295, -2.154)  0.000
H (-0.651, -5.483, -3.346)  0.000
H (1.161, -3.860, -2.906)  0.001
H (0.820, -2.029, -1.298)  -0.068
N (-2.152, 4.808, -0.719)  -0.001
C (-2.133, 3.490, -0.746)  0.007
O (-1.404, 2.789, -0.034)  0.008
C (-3.033, 2.828, -1.768)  0.007
C (-3.633, 1.722, -1.413)  -0.001
N (-4.193, 0.708, -1.072)  0.002
C (-3.088, 3.284, -3.124)  0.000
N (-3.076, 3.649, -4.214)  0.000
H (-1.561, 5.297, -0.060)  0.000
H (-2.774, 5.354, -1.298)  0.000
Br (-0.362, 1.768, -6.664)  0.003
C (-0.307, 1.450, -4.845)  0.009
C (0.518, 2.201, -4.018)  -0.001
C (0.520, 1.938, -2.664)  0.040
N (-0.242, 0.983, -2.091)  -0.055
C (-1.018, 0.252, -2.916)  0.033
C (-1.088, 0.450, -4.277)  -0.006
H (1.154, 2.980, -4.416)  0.000
H (1.150, 2.520, -2.003)  -0.006
H (-1.576, -0.555, -2.459)  -0.014
H (-1.726, -0.175, -4.887)  0.000